ORCA calculation (ωB97M-V/def2-TZVPD) on a molecular structure, C47H67BHfN8S3Se4SiTe.

Summary:
energy relative to the best compared isomer or geometry (same formula, charge and spin) = 0.0 kcal per mole
HOMO energy = -6.336 eV
E = -13700.25300 a.u.
gap between HOMO and LUMO = 6.6 eV

The geometry in XYZ format:
```
133
C47H67BHfN8S3Se4SiTe, DFT ωB97M-V/def2-TZVPD
Hf 0.87 -0.56 -0.55
C -3.79 -3.86 0.13
C -4.58 -2.65 0.65
C -5.15 -1.80 -0.48
C -5.73 -3.17 1.51
N -3.68 -1.82 1.52
C -3.95 -1.50 2.84
C -2.91 -0.79 3.31
N -1.99 -0.64 2.28
B -0.57 -0.04 2.36
N -0.54 1.43 2.75
C -1.06 1.98 3.91
C -0.73 3.28 3.95
N 0.03 3.55 2.81
C 0.14 2.40 2.07
S 0.97 2.25 0.61
C 0.63 4.88 2.50
C 0.26 5.87 3.60
C 2.15 4.75 2.46
C 0.07 5.41 1.18
N 0.36 -0.83 3.30
C 0.09 -1.30 4.57
C 1.25 -1.65 5.15
N 2.26 -1.43 4.22
C 1.69 -0.95 3.08
S 2.50 -0.49 1.65
C 3.72 -1.42 4.57
C 3.89 -2.07 5.95
C 4.55 -2.21 3.57
C 4.16 0.04 4.64
C -2.49 -1.25 1.18
S -1.83 -1.23 -0.40
H -4.48 -4.54 -0.37
H -3.32 -4.40 0.96
H -3.02 -3.57 -0.58
H -5.79 -2.43 -1.10
H -4.37 -1.38 -1.11
H -5.76 -0.99 -0.08
H -6.35 -3.80 0.87
H -6.36 -2.36 1.88
H -5.39 -3.78 2.34
H -4.85 -1.81 3.35
H -2.77 -0.35 4.28
H -0.17 -0.13 1.24
H -1.61 1.40 4.63
H -0.95 4.01 4.70
H 0.65 5.57 4.57
H -0.82 6.02 3.67
H 0.71 6.83 3.35
H 2.52 4.35 3.41
H 2.59 5.74 2.32
H 2.48 4.10 1.66
H -1.00 5.56 1.25
H 0.27 4.73 0.35
H 0.54 6.37 0.96
H -0.91 -1.35 4.97
H 1.43 -2.05 6.13
H 3.48 -3.08 5.97
H 3.44 -1.47 6.74
H 4.96 -2.14 6.15
H 4.18 -3.23 3.48
H 5.58 -2.25 3.94
H 4.56 -1.75 2.58
H 3.58 0.59 5.38
H 4.05 0.53 3.67
H 5.22 0.09 4.92
Se -0.82 1.19 -1.92
Se 0.67 2.22 -3.43
Se 2.65 2.41 -2.23
Se 3.19 0.21 -1.60
C 1.65 -5.59 -1.10
Si 1.36 -3.82 -1.70
C 2.83 -3.51 -2.84
C -0.33 -4.01 -2.54
N 1.27 -2.63 -0.39
C 1.28 -3.34 0.85
C 0.13 -3.51 1.62
C 0.15 -4.27 2.79
C 1.31 -4.90 3.20
C 2.47 -4.74 2.45
C 2.46 -3.95 1.31
H 1.41 -6.22 -1.96
H 0.99 -5.87 -0.28
H 2.68 -5.81 -0.80
H 2.86 -4.28 -3.63
H 3.73 -3.65 -2.24
H 2.90 -2.53 -3.29
H -0.23 -4.23 -3.61
H -0.97 -3.14 -2.43
H -0.84 -4.86 -2.08
H -0.79 -3.07 1.28
H -0.77 -4.39 3.36
H 1.32 -5.52 4.09
H 3.39 -5.22 2.75
H 3.37 -3.81 0.74
C 0.38 -2.69 -5.84
C 0.47 -1.23 -5.37
C 1.73 -0.56 -5.94
C -0.80 -0.46 -5.77
C 0.59 -1.21 -3.91
N 0.73 -1.22 -2.78
H 0.43 -2.70 -6.93
H -0.56 -3.14 -5.54
H 1.20 -3.28 -5.45
H 1.67 -0.57 -7.03
H 2.63 -1.10 -5.64
H 1.82 0.47 -5.59
H -0.87 -0.46 -6.86
H -0.76 0.57 -5.42
H -1.69 -0.94 -5.37
Te -4.31 1.52 -2.82
C -6.42 1.73 -2.78
C -7.12 1.49 -3.96
C -8.51 1.56 -3.97
C -9.21 1.88 -2.82
C -8.51 2.12 -1.64
C -7.12 2.04 -1.62
C -3.96 2.53 -1.00
C -3.76 3.90 -0.98
C -3.50 4.55 0.22
C -3.44 3.83 1.40
C -3.64 2.46 1.39
C -3.90 1.81 0.19
H -6.60 1.26 -4.88
H -9.04 1.38 -4.90
H -10.29 1.94 -2.83
H -9.04 2.38 -0.73
H -6.59 2.24 -0.70
H -3.79 4.47 -1.91
H -3.34 5.62 0.22
H -3.22 4.33 2.34
H -3.59 1.89 2.31
H -4.05 0.73 0.17
```

***

ORCA calculation (ωB97M-V/def2-TZVPD) on a molecular structure, C47H67HfN3O2.

Summary:
energy relative to the best compared isomer or geometry (same formula, charge and spin) = 1.9 kcal per mole
HOMO energy = -8.005 eV
E = -2193.99287 a.u.
gap between HOMO and LUMO = 8.3 eV

The geometry in XYZ format:
```
120
C47H67HfN3O2, DFT ωB97M-V/def2-TZVPD
Hf -0.31 -0.28 -0.25
C -0.40 2.52 2.23
N -0.09 1.08 2.20
C 1.29 0.93 2.69
C -1.03 0.38 3.08
C -0.98 -1.11 2.88
N -1.46 -1.49 1.54
C -1.17 -2.93 1.31
C 0.27 -3.38 1.42
C 0.46 -4.72 1.73
C 1.72 -5.30 1.71
C 2.77 -4.49 1.35
C 2.65 -3.13 1.04
C 1.37 -2.57 1.09
O 1.13 -1.28 0.79
C 3.95 -2.40 0.64
C 4.49 -3.06 -0.64
C 4.98 -2.55 1.77
C 3.82 -0.90 0.35
C 1.88 -6.78 2.05
C 1.38 -7.03 3.48
C 1.05 -7.63 1.08
C 3.33 -7.24 1.97
C -2.93 -1.29 1.48
C -3.63 -1.86 0.28
C -4.75 -2.66 0.43
C -5.48 -3.08 -0.67
C -5.06 -2.63 -1.93
C -3.94 -1.82 -2.13
C -3.20 -1.48 -0.99
O -2.06 -0.77 -1.06
C -3.57 -1.29 -3.52
C -4.59 -1.71 -4.58
C -2.20 -1.83 -3.95
C -3.54 0.24 -3.48
C -6.70 -3.99 -0.58
C -7.93 -3.26 -1.15
C -7.01 -4.39 0.87
C -6.45 -5.27 -1.38
H -0.28 2.91 3.25
H -1.43 2.67 1.90
H 0.25 3.05 1.55
H 1.37 1.31 3.71
H 1.96 1.50 2.05
H 1.61 -0.11 2.66
H -2.02 0.76 2.84
H -0.84 0.63 4.13
H -1.59 -1.61 3.65
H 0.03 -1.49 2.99
H -1.57 -3.18 0.33
H -1.76 -3.51 2.04
H -0.42 -5.31 1.99
H 3.76 -4.92 1.30
H 4.71 -4.12 -0.51
H 5.42 -2.57 -0.95
H 3.77 -2.96 -1.46
H 5.22 -3.59 1.99
H 4.62 -2.09 2.68
H 5.91 -2.05 1.48
H 3.16 -0.71 -0.49
H 4.81 -0.52 0.11
H 3.45 -0.36 1.21
H 0.33 -6.76 3.59
H 1.95 -6.44 4.20
H 1.48 -8.09 3.74
H -0.01 -7.38 1.13
H 1.16 -8.69 1.31
H 1.38 -7.47 0.05
H 3.97 -6.69 2.66
H 3.74 -7.12 0.96
H 3.40 -8.30 2.23
H -3.11 -0.21 1.49
H -3.38 -1.71 2.39
H -5.05 -2.95 1.43
H -5.64 -2.92 -2.79
H -4.63 -2.80 -4.71
H -4.29 -1.28 -5.54
H -5.59 -1.35 -4.36
H -2.19 -2.92 -3.93
H -1.41 -1.47 -3.30
H -1.98 -1.50 -4.96
H -4.52 0.64 -3.22
H -3.27 0.63 -4.47
H -2.80 0.61 -2.77
H -8.13 -2.34 -0.59
H -8.81 -3.90 -1.08
H -7.79 -3.00 -2.19
H -7.24 -3.52 1.49
H -6.18 -4.93 1.32
H -7.88 -5.04 0.89
H -6.26 -5.05 -2.43
H -7.33 -5.93 -1.33
H -5.59 -5.81 -0.99
N 3.69 -3.86 -5.70
C 3.07 -3.29 -4.92
C 2.30 -2.58 -3.93
C 2.43 -1.20 -3.80
C 1.69 -0.53 -2.85
C 0.80 -1.19 -2.00
C 0.68 -2.58 -2.16
C 1.41 -3.28 -3.11
H 3.12 -0.67 -4.45
H 1.81 0.55 -2.76
H -0.02 -3.15 -1.55
H 1.31 -4.35 -3.22
C -2.37 4.67 -0.21
C -1.55 4.16 -1.40
C -0.48 5.20 -1.77
C -2.48 3.92 -2.60
C -0.88 2.90 -1.05
C -0.30 1.86 -0.76
H -2.88 5.59 -0.48
H -1.73 4.87 0.65
H -3.12 3.94 0.08
H -0.96 6.14 -2.05
H 0.12 4.85 -2.61
H 0.19 5.39 -0.93
H -2.98 4.85 -2.87
H -3.23 3.17 -2.36
H -1.91 3.56 -3.46
```